# 1
Here is a molecular structure, C31H39AlNO4P2S from OMol25. Energies are from ωB97M-V with the def2-TZVPD basis set.

Output
- net charge = +2
- 2S+1 = 2
- HOMO-LUMO gap (alpha / beta) (eV) = 5.903 / 8.415

The geometry in XYZ format:
```
79
C31H39AlNO4P2S, DFT ωB97M-V with the def2-TZVPD basis set
Al 0.093 0.121 0.512
C 1.537 2.667 2.053
C 0.388 2.327 2.998
C 0.488 3.217 4.239
C 0.429 0.858 3.411
C -0.452 0.520 4.597
O -0.837 -0.851 4.334
C -0.724 -1.065 3.041
N -0.093 -0.121 2.388
C -1.330 -2.344 2.594
C -1.746 -3.194 3.626
C -2.368 -4.401 3.359
C -2.613 -4.777 2.049
C -2.211 -3.947 1.015
C -1.556 -2.746 1.264
P -1.104 -1.786 -0.207
C -0.009 -2.824 -1.203
C 0.604 -3.965 -0.690
C 1.483 -4.690 -1.483
C 1.749 -4.280 -2.781
C 1.148 -3.136 -3.291
C 0.276 -2.401 -2.504
C -2.608 -1.480 -1.140
C -3.398 -0.389 -0.776
C -4.598 -0.162 -1.429
C -5.005 -1.018 -2.443
C -4.219 -2.103 -2.807
C -3.019 -2.341 -2.157
H 1.433 3.685 1.679
H 1.605 2.021 1.173
H 2.487 2.594 2.589
H -0.572 2.510 2.503
H 1.390 2.985 4.811
H -0.373 3.126 4.901
H 0.553 4.261 3.937
H 1.467 0.570 3.617
H -1.370 1.110 4.619
H 0.043 0.554 5.561
H -1.583 -2.902 4.652
H -2.673 -5.037 4.178
H -3.118 -5.708 1.830
H -2.413 -4.238 -0.008
H 0.392 -4.299 0.317
H 1.947 -5.584 -1.090
H 2.420 -4.860 -3.402
H 1.344 -2.826 -4.309
H -0.201 -1.515 -2.908
H -3.076 0.285 0.011
H -5.211 0.684 -1.152
H -5.940 -0.837 -2.956
H -4.541 -2.765 -3.599
H -2.404 -3.183 -2.449
C 4.998 -2.215 -2.712
C 4.185 -0.962 -2.911
O 3.633 -0.571 -1.616
P 2.347 0.377 -1.559
O 1.829 -0.279 0.078
C 2.547 -1.358 0.779
C 3.694 -0.807 1.586
O 2.897 1.777 -1.101
C 4.173 2.117 -0.481
C 4.583 3.486 -0.958
H 5.421 -2.531 -3.665
H 4.376 -3.022 -2.324
H 5.819 -2.037 -2.018
H 3.360 -1.118 -3.609
H 4.799 -0.139 -3.276
H 2.870 -2.071 0.026
H 1.805 -1.843 1.419
H 4.473 -0.408 0.939
H 4.126 -1.611 2.183
H 3.360 -0.021 2.265
H 4.904 1.355 -0.751
H 4.017 2.093 0.597
H 4.731 3.495 -2.037
H 5.520 3.768 -0.479
H 3.827 4.228 -0.703
S -1.083 2.954 -1.002
C -0.546 1.686 -0.321
```

=====

# 2
Here is a molecular structure, C31H39GaO12P5 from OMol25. Energies are from ωB97M-V with the def2-TZVPD basis set.

Output
- net charge = +1
- 2S+1 = 1
- HOMO-LUMO gap (eV) = 9.775

The geometry in XYZ format:
```
88
C31H39GaO12P5, DFT ωB97M-V with the def2-TZVPD basis set
Ga -0.038 -0.234 0.132
O 1.088 0.011 4.005
P 1.606 0.612 2.628
O 2.412 1.818 2.766
O 0.344 0.667 1.731
O 2.485 -0.658 2.074
P 2.514 -0.952 0.501
O 3.588 -2.097 0.357
O 2.688 0.260 -0.315
O 1.168 -1.669 0.209
H 1.536 0.439 4.750
H 4.500 -1.813 0.519
O -0.849 -1.010 -1.671
P -0.753 -2.494 -1.982
C -1.045 -3.491 -0.467
P -2.092 -2.548 0.708
O -1.647 -1.100 0.865
C -1.939 -3.396 2.277
C -3.002 -4.075 2.864
C -2.807 -4.727 4.072
C -1.558 -4.709 4.675
C -0.502 -4.019 4.092
C -0.689 -3.351 2.895
C -3.766 -2.568 0.066
C -4.415 -1.349 -0.103
C -5.700 -1.319 -0.619
C -6.333 -2.504 -0.964
C -5.690 -3.722 -0.788
C -4.408 -3.759 -0.269
C 0.862 -2.937 -2.627
C 1.732 -1.898 -2.941
C 3.005 -2.186 -3.406
C 3.401 -3.505 -3.567
C 2.530 -4.543 -3.262
C 1.260 -4.263 -2.787
C -2.056 -2.926 -3.150
C -2.814 -1.909 -3.718
C -3.814 -2.219 -4.627
C -4.050 -3.541 -4.974
C -3.280 -4.557 -4.424
C -2.285 -4.253 -3.512
H -0.086 -3.656 0.018
H -1.515 -4.447 -0.700
H -3.974 -4.081 2.386
H -3.634 -5.239 4.547
H -1.406 -5.228 5.612
H 0.464 -3.997 4.578
H 0.118 -2.779 2.450
H -3.902 -0.437 0.175
H -6.207 -0.372 -0.750
H -7.335 -2.475 -1.372
H -6.196 -4.641 -1.054
H -3.914 -4.714 -0.122
H 1.421 -0.872 -2.802
H 3.686 -1.377 -3.635
H 4.396 -3.729 -3.930
H 2.844 -5.569 -3.392
H 0.589 -5.074 -2.528
H -2.606 -0.881 -3.448
H -4.408 -1.431 -5.071
H -4.838 -3.785 -5.675
H -3.452 -5.585 -4.714
H -1.672 -5.046 -3.097
C -3.441 2.846 -1.087
C -2.290 1.889 -0.873
O -1.053 2.616 -1.006
P 0.333 1.790 -1.055
O 1.338 2.914 -0.669
C 1.193 3.806 0.474
C 0.989 5.217 -0.030
O 0.663 1.506 -2.570
C 0.742 2.572 -3.552
C -0.507 2.573 -4.409
H -4.385 2.307 -1.010
H -3.369 3.298 -2.076
H -3.421 3.638 -0.340
H -2.320 1.080 -1.609
H -2.338 1.449 0.132
H 2.103 3.702 1.053
H 0.354 3.485 1.091
H 1.785 5.489 -0.724
H 1.018 5.906 0.814
H 0.027 5.317 -0.533
H 1.626 2.360 -4.150
H 0.880 3.527 -3.047
H -0.675 1.579 -4.826
H -0.388 3.280 -5.229
H -1.376 2.859 -3.816
```

=====

# 3
Here is a gas-phase ion, C31H39N4O4 (charge +1) from OMol25. Energies are from ωB97M-V with the def2-TZVPD basis set.

Output
- structure (SMILES) = CN1C(=O)[C@@H](Cc2ccccc2)N(/C=C/[C@@H](c2ccc([N+](=O)[O-])cc2)[C@H]2CCCC2=[N+]2CCOCC2)C1(C)C
- net charge = +1
- 2S+1 = 1
- HOMO-LUMO gap (eV) = 6.492

The geometry in XYZ format:
```
78
C31H39N4O4, DFT ωB97M-V with the def2-TZVPD basis set
C 0.438 -3.114 5.204
N 0.715 -2.198 4.113
C 1.595 -1.162 4.282
O 2.262 -0.939 5.289
C 1.586 -0.347 2.992
C 2.972 -0.328 2.330
C 3.983 0.503 3.084
C 5.246 -0.029 3.363
C 6.175 0.719 4.091
C 5.850 2.012 4.520
C 4.599 2.556 4.207
C 3.666 1.804 3.484
N 0.555 -1.008 2.202
C 0.276 -0.577 0.924
C -0.903 -0.715 0.260
C -1.171 -0.276 -1.188
C -2.352 -1.123 -1.732
C -3.098 -0.692 -2.834
C -4.110 -1.442 -3.411
C -4.484 -2.645 -2.809
N -5.483 -3.420 -3.451
O -5.867 -4.494 -2.939
O -5.948 -2.982 -4.534
C -3.827 -3.076 -1.640
C -2.711 -2.373 -1.177
C -1.352 1.201 -1.446
C -1.237 2.061 -0.151
C 0.142 2.745 -0.158
C 0.509 2.890 -1.644
C -0.349 1.929 -2.392
N -0.391 2.057 -3.718
C -1.351 1.283 -4.534
C -1.347 1.546 -6.037
O -1.048 2.912 -6.332
C 0.267 3.237 -5.866
C 0.424 3.138 -4.349
C -0.127 -2.096 2.922
C -0.107 -3.409 2.130
C -1.560 -1.761 3.350
H 1.087 -2.864 6.049
H -0.612 -3.032 5.518
H 0.628 -4.148 4.883
H 1.246 0.676 3.231
H 3.337 -1.367 2.259
H 2.884 0.059 1.303
H 5.476 -1.038 3.013
H 7.145 0.281 4.328
H 6.577 2.597 5.087
H 4.337 3.564 4.533
H 2.687 2.221 3.231
H 1.099 -0.065 0.421
H -1.765 -1.107 0.796
H -0.256 -0.597 -1.737
H -2.899 0.258 -3.316
H -4.593 -1.113 -4.325
H -4.168 -3.973 -1.144
H -2.126 -2.808 -0.367
H -2.356 1.400 -1.853
H -1.423 1.504 0.766
H -2.005 2.841 -0.174
H 0.084 3.726 0.336
H 0.890 2.154 0.399
H 0.272 3.939 -1.917
H 1.587 2.749 -1.827
H -1.181 0.210 -4.377
H -2.363 1.578 -4.201
H -0.648 0.844 -6.537
H -2.369 1.411 -6.425
H 1.029 2.587 -6.342
H 0.390 4.285 -6.176
H 0.110 4.112 -3.931
H 1.487 2.980 -4.115
H 0.930 -3.708 1.917
H -0.592 -4.195 2.723
H -0.644 -3.283 1.185
H -1.547 -0.961 4.104
H -2.164 -1.431 2.507
H -2.008 -2.672 3.768
```

=====

# 4
Here is a molecular structure, C31H39N5O2OsP2 from OMol25. Energies are from ωB97M-V with the def2-TZVPD basis set.

Output
- net charge = +2
- 2S+1 = 5
- HOMO-LUMO gap (alpha / beta) (eV) = 3.938 / 3.062

The geometry in XYZ format:
```
80
C31H39N5O2OsP2, DFT ωB97M-V with the def2-TZVPD basis set
Os 0.135 -0.760 -3.870
C -1.867 3.009 -1.262
C -2.230 2.697 -2.473
C -1.821 3.390 -3.735
C -0.399 3.170 -4.283
C 0.411 1.954 -3.914
C 0.766 1.645 -2.634
C 0.680 2.389 -1.378
C -0.532 2.930 -0.583
C 1.351 -2.280 -3.544
H -2.650 3.394 -0.582
H -2.682 1.719 -2.624
H -1.930 4.488 -3.656
H -2.616 3.078 -4.455
H -0.512 3.222 -5.392
H 0.237 4.029 -4.003
H 1.115 1.658 -4.725
H 1.493 0.784 -2.607
H 1.280 3.288 -1.594
H 1.281 1.769 -0.697
H -0.608 2.383 0.359
H -0.234 3.926 -0.212
H 1.672 -2.058 -2.519
H 2.224 -2.637 -4.109
H 0.524 -3.044 -3.566
P 1.424 -1.085 -5.677
P -2.263 -0.260 -5.754
N 2.815 -0.177 -6.076
N 2.246 -2.747 -6.800
N -2.319 1.171 -6.819
N -3.809 -0.933 -6.813
C 0.214 -0.668 -6.945
C -1.136 -1.394 -6.695
C 4.149 -0.360 -5.683
C 4.969 0.454 -6.468
C 4.125 1.077 -7.448
C 2.849 0.610 -7.228
C 2.805 -3.969 -6.492
C 3.094 -4.701 -7.647
C 2.790 -3.845 -8.735
C 2.358 -2.634 -8.176
C -3.048 2.385 -6.614
C -2.796 3.255 -7.679
C -2.008 2.528 -8.630
C -1.801 1.259 -8.113
C -4.517 -0.352 -7.868
C -5.317 -1.307 -8.526
C -5.153 -2.533 -7.797
C -4.218 -2.266 -6.786
H 0.687 -0.984 -7.886
H 0.099 0.431 -6.859
H -1.620 -1.806 -7.608
H -1.012 -2.258 -6.009
H 4.418 -1.053 -4.908
H 6.033 0.606 -6.334
H 4.390 1.801 -8.227
H 1.971 0.773 -7.820
H 3.003 -4.272 -5.469
H 3.459 -5.721 -7.686
H 2.849 -4.070 -9.788
H 2.183 -1.712 -8.734
H -3.751 2.473 -5.798
H -3.173 4.280 -7.769
H -1.667 2.865 -9.616
H -1.339 0.381 -8.556
H -4.391 0.697 -8.126
H -5.934 -1.129 -9.411
H -5.663 -3.488 -7.994
H -3.805 -2.955 -6.060
O 1.619 -0.970 -0.738
C 0.415 -1.041 -0.715
C -0.432 -1.312 0.522
C -1.749 -1.681 -0.034
C -1.745 -1.132 -1.441
O -2.729 -0.865 -2.124
N -0.437 -0.896 -1.841
H 0.020 -2.068 1.147
H -0.507 -0.425 1.137
H -1.834 -2.760 -0.057
H -2.594 -1.328 0.535
```

=====

# 5
Here is a molecular structure, C31H40AsBN10PtS from OMol25. Energies are from ωB97M-V with the def2-TZVPD basis set.

Output
- net charge = +3
- 2S+1 = 2
- HOMO-LUMO gap (alpha / beta) (eV) = 5.546 / 5.567

The geometry in XYZ format:
```
85
C31H40AsBN10PtS, DFT ωB97M-V with the def2-TZVPD basis set
Pt 0.654 0.273 -0.587
C -1.863 1.013 -3.530
C -0.407 0.724 -3.636
C 0.472 0.699 -4.734
C 1.736 0.380 -4.219
N 1.633 0.189 -2.893
N 0.354 0.432 -2.562
B 3.242 -1.477 -1.141
N 1.982 -2.247 -1.215
C 1.813 -3.535 -1.592
C 0.473 -3.821 -1.576
C -0.162 -2.632 -1.184
C -1.624 -2.355 -1.129
N 0.767 -1.715 -0.928
N 3.452 -0.605 0.030
C 4.624 -0.375 0.678
C 4.358 0.357 1.800
C 2.975 0.583 1.790
C 2.249 1.423 2.786
N 2.423 -0.018 0.733
N 4.251 -1.726 -2.088
C 4.182 -2.389 -3.312
C 5.381 -2.277 -3.908
C 6.193 -1.509 -3.001
C 7.612 -1.108 -3.189
N 5.518 -1.182 -1.934
H -2.095 2.011 -3.901
H -2.198 0.945 -2.494
H -2.442 0.306 -4.124
H 0.217 0.887 -5.765
H 2.680 0.260 -4.725
H 2.662 -4.160 -1.817
H 0.001 -4.752 -1.842
H -2.131 -3.060 -0.469
H -2.054 -2.489 -2.122
H -1.835 -1.334 -0.817
H 5.542 -0.764 0.275
H 5.067 0.706 2.531
H 2.774 1.385 3.739
H 1.230 1.089 2.959
H 2.243 2.469 2.469
H 3.271 -2.849 -3.658
H 5.672 -2.666 -4.870
H 8.247 -1.992 -3.255
H 7.951 -0.493 -2.359
H 7.731 -0.553 -4.119
C 0.732 3.336 -1.233
N 0.381 2.288 -0.257
C -0.314 2.603 0.763
C -0.836 1.513 1.597
C -1.589 1.553 2.832
C -1.940 0.283 3.100
C -1.339 -0.599 2.056
N -0.699 0.308 1.137
C 2.200 3.521 -1.542
C 3.221 2.788 -0.960
C 4.545 3.034 -1.310
C 4.848 4.015 -2.238
C 3.826 4.766 -2.807
C 2.508 4.521 -2.461
H 0.305 4.280 -0.889
H 0.192 3.046 -2.140
H -0.533 3.641 0.995
H -1.849 2.445 3.382
H -2.602 -0.041 3.885
H -1.756 -1.525 1.681
H 3.006 2.040 -0.215
H 5.337 2.459 -0.849
H 5.877 4.207 -2.512
H 4.058 5.551 -3.514
H 1.717 5.113 -2.909
C 0.389 -4.610 3.962
As -0.638 -3.013 4.213
C -2.492 -3.400 3.886
C -0.420 -2.361 6.000
S 0.170 -1.545 2.761
H 0.086 -5.315 4.736
H 1.448 -4.384 4.067
H 0.184 -5.020 2.976
H -2.818 -4.087 4.667
H -2.609 -3.876 2.914
H -3.091 -2.499 3.941
H -0.734 -3.152 6.683
H -1.038 -1.478 6.146
H 0.626 -2.117 6.172
```

=====

We obtain energy relative to the best compared isomer or geometry (same formula, charge and spin) values of 0.000 0.000 0.241 2.049 1.471 eV for the records listed above, in that order.